{"formula": "C7H9NO", "method": "wB97M-V/def2-TZVPD", "e_above_lowest_kcal_mol": 206.74, "fmax_ev_per_a": 6.4, "homo_ev": -8.461, "symbols": ["C", "C", "C", "C", "C", "C", "C", "H", "H", "H", "H", "H", "H", "H", "H", "H", "N", "O"], "coordinates": [[0.1490, 0.5305, -0.5390], [0.9612, -0.2418, -1.6848], [2.2439, -0.7441, -1.0496], [-1.2372, 0.0178, -0.7368], [-1.6239, -0.8615, 0.2462], [-0.2788, -0.2215, 1.9363], [0.5508, 0.4263, 1.0321], [-0.2053, 2.3947, 0.1778], [1.3066, 2.3676, -0.9351], [0.6648, -0.2489, -2.8843], [2.6012, -1.5193, -1.8600], [2.5340, -0.2873, 0.3107], [-1.7240, 0.2716, -1.6816], [-2.4165, -1.8514, 0.1686], [-0.2590, -0.0266, 3.1005], [1.3995, 0.6885, 1.5049], [0.1777, 2.0015, -0.7518], [-1.2170, -1.1541, 1.5168]]}

***

{"formula": "C7H9NO", "method": "wB97M-V/def2-TZVPD", "e_above_lowest_kcal_mol": 127.64, "fmax_ev_per_a": 4.9, "homo_ev": [-7.431, -7.434], "symbols": ["C", "C", "C", "C", "C", "C", "C", "N", "O", "H", "H", "H", "H", "H", "H", "H", "H", "H"], "coordinates": [[-2.7889, -0.3589, -0.4665], [-2.6088, -0.9805, 0.7432], [-1.6032, -0.2817, -1.0752], [-1.2521, -1.1258, 0.8959], [2.6497, 1.4112, -0.0120], [1.6859, 0.9470, 0.7056], [0.6855, -0.8958, -0.4150], [-0.6529, -0.7376, -0.2381], [1.2866, -0.8063, -1.6221], [-3.6802, 0.1224, -0.8521], [-3.4820, -1.0766, 1.4675], [-1.3331, 0.0642, -2.0739], [-0.5911, -1.7048, 1.6846], [3.3008, 2.1588, 0.2986], [2.7513, 0.9938, -0.9858], [0.9475, 1.1119, 1.4774], [1.1175, -1.7565, 0.0244], [0.9593, -0.1757, -2.1865]]}

***

{"formula": "C7H9NO2SSi", "method": "wB97M-V/def2-TZVPD", "e_above_lowest_kcal_mol": 0.00, "fmax_ev_per_a": 4.1, "homo_ev": -9.912, "symbols": ["C", "C", "C", "C", "C", "C", "C", "N", "O", "O", "Si", "S", "H", "H", "H", "H", "H", "H", "H", "H", "H"], "coordinates": [[3.0863, 0.3183, 0.3381], [2.7829, 0.4022, -1.0422], [2.1358, 0.4339, 1.3947], [1.4297, 0.4826, -1.3359], [0.8651, 0.7412, 1.0277], [0.5326, 0.6626, -0.3121], [-5.3351, 1.7231, 2.3468], [-4.3736, 1.4331, 1.7593], [-1.9028, 0.4364, 0.3968], [-1.3008, -0.7420, -1.5849], [-1.1791, -2.2825, -1.1510], [-1.2781, 0.7139, -0.8647], [4.0357, 0.0275, 0.5071], [3.5258, 0.0823, -1.8173], [2.5516, 0.4546, 2.3945], [1.1106, 0.5325, -2.3628], [0.0930, 0.9340, 1.7811], [-3.4512, 1.3362, 1.3547], [-0.6871, -2.9554, -2.2352], [-0.1245, -2.2691, -0.0454], [-2.5169, -2.4654, -0.5496]]}

***

{"formula": "C7H9OPS", "method": "wB97M-V/def2-TZVPD", "e_above_lowest_kcal_mol": 51.68, "fmax_ev_per_a": 5.5, "smiles": "C#C[C@@H]1C=C[P@](=O)(SC)C1", "homo_ev": -9.075, "symbols": ["C", "C", "C", "C", "C", "P", "O", "S", "C", "C", "H", "H", "H", "H", "H", "H", "H", "H", "H"], "coordinates": [[2.8134, -2.1595, 1.5083], [2.3546, -1.2171, 0.9610], [1.8067, 0.0260, 0.3682], [1.2024, 0.9133, 1.5008], [0.0099, 1.4229, 1.2223], [-0.6213, 0.9360, -0.4300], [-1.0182, 1.9933, -1.3682], [-2.3844, -0.2620, -0.0408], [-3.2846, 0.0698, -1.6241], [0.7457, -0.4645, -0.5830], [3.1806, -3.0666, 1.8037], [2.7688, 0.5850, -0.1451], [1.7116, 1.0477, 2.3914], [-0.4933, 1.9413, 1.9837], [-3.9258, 0.9318, -1.4341], [-3.7178, -1.0105, -1.8606], [-2.4698, 0.2715, -2.2897], [1.1222, -0.6751, -1.6722], [0.1995, -1.2835, -0.2915]]}

***

{"formula": "C7H9P", "method": "wB97M-V/def2-TZVPD", "e_above_lowest_kcal_mol": 46.06, "fmax_ev_per_a": 5.3, "smiles": "CC#CP1CC=CC1", "homo_ev": -8.662, "symbols": ["C", "C", "C", "P", "C", "C", "C", "C", "H", "H", "H", "H", "H", "H", "H", "H", "H"], "coordinates": [[-3.4463, 0.2383, 0.0593], [-1.9841, 0.5228, -0.0327], [-0.8623, 0.9306, 0.1335], [0.7979, 1.6283, 0.1295], [1.5274, 0.3320, 1.3012], [2.0024, -0.8002, 0.4163], [2.0442, -0.5542, -0.8727], [1.6283, 0.7396, -1.2800], [-3.9007, 1.1556, -0.4096], [-3.6633, -0.7708, -0.4568], [-3.3924, 0.1814, 1.1754], [0.6018, 0.0905, 1.8918], [2.3813, 0.8245, 1.7751], [2.4214, -1.6663, 0.9185], [2.2908, -1.2587, -1.6388], [2.4479, 1.4459, -1.3590], [1.1254, 0.7794, -2.4119]]}

***

{"formula": "C7HBrN4", "method": "wB97M-V/def2-TZVPD", "e_above_lowest_kcal_mol": 7.76, "fmax_ev_per_a": 5.2, "homo_ev": [-9.774, -10.054], "symbols": ["C", "C", "C", "C", "C", "C", "C", "N", "N", "N", "N", "Br", "H"], "coordinates": [[1.5316, -2.0641, -0.3137], [2.4432, 0.2569, 0.4147], [-1.8534, -1.1411, 0.1253], [-2.9446, 0.8053, -0.4690], [2.0148, -0.9061, 0.0426], [-0.5810, 0.8897, 0.3587], [-1.7176, 0.2634, -0.0023], [1.2392, -3.1518, -0.5994], [2.5252, 1.4359, 0.7604], [-2.0612, -2.2607, 0.2328], [-3.8708, 1.2357, -0.9865], [0.1796, 2.5710, 0.2758], [3.0948, 2.0660, 0.1607]]}

***

{"formula": "C80H168N8O10", "method": "wB97M-V/def2-TZVPD", "fmax_ev_per_a": 3.4, "smiles": "CC1(C)CCCC(C)(C)N1O.CC1(C)CCCC(C)(C)N1O.CC1(C)CCCC(C)(C)N1O.CC1(C)CCCC(C)(C)N1O.CC1(C)CCCC(C)(C)N1O.CC1(C)CCCC(C)(C)N1O.CC1(C)CCCC(C)(C)N1O.CC1(C)CCCC(C)(C)N1O.C1CCOC1.C1CCOC1", "homo_ev": -8.177, "symbols": ["C", "C", "C", "C", "C", "C", "C", "C", "C", "N", "O", "H", "H", "H", "H", "H", "H", "H", "H", "H", "H", "H", "H", "H", "H", "H", "H", "H", "H", "H", "C", "C", "C", "C", "C", "C", "C", "C", "C", "N", "O", "H", "H", "H", "H", "H", "H", "H", "H", "H", "H", "H", "H", "H", "H", "H", "H", "H", "H", "H", "C", "C", "C", "C", "C", "C", "C", "C", "C", "N", "O", "H", "H", "H", "H", "H", "H", "H", "H", "H", "H", "H", "H", "H", "H", "H", "H", "H", "H", "H", "C", "C", "C", "C", "C", "C", "C", "C", "C", "N", "O", "H", "H", "H", "H", "H", "H", "H", "H", "H", "H", "H", "H", "H", "H", "H", "H", "H", "H", "H", "C", "C", "C", "C", "C", "C", "C", "C", "C", "N", "O", "H", "H", "H", "H", "H", "H", "H", "H", "H", "H", "H", "H", "H", "H", "H", "H", "H", "H", "H", "C", "C", "C", "C", "C", "C", "C", "C", "C", "N", "O", "H", "H", "H", "H", "H", "H", "H", "H", "H", "H", "H", "H", "H", "H", "H", "H", "H", "H", "H", "C", "C", "C", "C", "C", "C", "C", "C", "C", "N", "O", "H", "H", "H", "H", "H", "H", "H", "H", "H", "H", "H", "H", "H", "H", "H", "H", "H", "H", "H", "C", "C", "C", "C", "C", "C", "C", "C", "C", "N", "O", "H", "H", "H", "H", "H", "H", "H", "H", "H", "H", "H", "H", "H", "H", "H", "H", "H", "H", "H", "C", "C", "C", "O", "C", "H", "H", "H", "H", "H", "H", "H", "H", "C", "C", "C", "O", "C", "H", "H", "H", "H", "H", "H", "H", "H"], "coordinates": [[-1.3598, -5.8804, 0.8826], [-0.5891, -5.1897, -0.2185], [-1.3417, -3.8866, -0.6031], [0.8081, -4.7339, 0.3598], [1.8127, -5.8695, 0.5664], [2.1173, -6.6278, -0.7013], [0.7831, -7.0834, -1.3681], [0.9976, -7.4568, -2.7914], [0.1468, -8.2684, -0.7280], [-0.2287, -5.9035, -1.4320], [-1.3547, -6.2881, -2.1364], [-0.9342, -6.7877, 1.3327], [-1.6487, -5.1723, 1.6449], [-2.2608, -6.2545, 0.4718], [-1.3911, -3.3254, 0.3198], [-0.9059, -3.3319, -1.3775], [-2.3244, -4.1571, -0.9608], [1.2804, -4.0201, -0.3279], [0.7215, -4.1869, 1.2842], [2.7355, -5.6076, 1.0705], [1.3011, -6.6154, 1.1915], [2.6277, -7.5553, -0.6144], [2.7491, -5.9929, -1.3702], [1.3589, -6.5930, -3.3652], [0.0918, -7.8314, -3.2638], [1.7592, -8.2513, -2.8645], [-0.4170, -8.1114, 0.2472], [0.8848, -9.0519, -0.5157], [-0.5538, -8.7537, -1.4685], [-1.8086, -6.9057, -1.5522], [0.6284, -1.8237, -4.8812], [0.7579, -3.2824, -5.1645], [-0.5996, -3.8868, -4.9280], [1.2769, -3.6155, -6.5565], [2.7542, -3.2287, -6.7886], [3.6302, -3.8772, -5.7211], [3.1089, -3.6655, -4.2554], [3.8333, -4.6712, -3.2788], [3.4367, -2.2549, -3.8329], [1.7091, -4.0100, -4.2690], [1.2741, -3.7944, -2.9871], [0.3691, -1.7390, -3.7834], [1.5495, -1.2418, -5.1007], [-0.1873, -1.3058, -5.4211], [-1.2575, -3.8880, -5.7953], [-0.3629, -4.9594, -4.7377], [-1.1203, -3.5331, -4.0456], [1.1468, -4.6364, -6.8924], [0.7485, -3.0026, -7.3125], [2.9899, -3.5431, -7.8381], [2.8357, -2.1149, -6.7459], [4.5936, -3.4245, -5.6127], [3.7380, -4.9268, -6.0158], [3.6285, -4.4495, -2.2202], [4.8822, -4.5390, -3.4009], [3.5494, -5.7267, -3.4983], [2.7573, -1.9072, -3.0526], [3.4411, -1.5388, -4.7214], [4.4222, -2.2477, -3.3806], [0.8966, -4.6021, -2.5163], [-3.7135, -2.3928, 2.4850], [-2.6023, -1.8912, 3.3650], [-1.4235, -2.8530, 3.2691], [-2.2585, -0.5054, 2.9090], [-3.1971, 0.5806, 3.3264], [-3.4546, 0.5530, 4.8232], [-3.8407, -0.8737, 5.3510], [-3.8824, -0.9663, 6.8896], [-5.3171, -1.1748, 4.9176], [-2.8024, -1.8034, 4.8836], [-3.1489, -3.1608, 5.3070], [-4.1576, -3.2937, 2.9156], [-4.4780, -1.6643, 2.2568], [-3.3871, -2.6539, 1.4968], [-1.8758, -3.8503, 3.3646], [-0.9724, -2.7355, 2.2608], [-0.6062, -2.6434, 3.9511], [-1.2457, -0.1975, 3.2533], [-2.0963, -0.6060, 1.8269], [-2.9349, 1.5708, 3.0373], [-4.1456, 0.2674, 2.7614], [-4.2956, 1.1722, 5.1492], [-2.5582, 0.8412, 5.3955], [-2.9576, -0.7371, 7.4167], [-4.1523, -1.9349, 7.1576], [-4.6380, -0.2833, 7.2149], [-5.6397, -0.8892, 3.9324], [-6.0018, -0.8156, 5.7070], [-5.4158, -2.3049, 4.9491], [-2.3747, -3.4880, 5.7636], [3.0826, 3.3689, 5.5954], [3.4385, 1.9309, 5.8852], [4.7688, 1.5637, 5.1194], [3.8364, 1.6967, 7.3262], [2.6676, 1.7828, 8.2815], [1.6242, 0.7735, 7.8287], [1.2110, 0.8529, 6.3664], [0.4413, -0.3998, 6.0340], [0.2778, 2.0778, 6.2452], [2.4021, 0.9538, 5.5484], [2.0517, 1.0214, 4.1614], [2.4878, 3.8135, 6.3580], [4.0130, 3.8904, 5.7077], [2.6954, 3.5233, 4.6301], [5.1957, 0.6481, 5.5253], [4.6799, 1.4885, 4.0245], [5.4909, 2.3041, 5.4733], [4.2425, 0.6952, 7.4383], [4.5637, 2.4758, 7.5686], [2.9951, 1.6030, 9.3252], [2.2550, 2.7657, 8.2400], [0.8580, 0.7557, 8.5871], [2.0632, -0.2206, 8.0123], [-0.1006, -0.4840, 5.1077], [-0.1949, -0.4848, 6.8859], [1.1124, -1.2822, 6.0416], [0.1853, 2.4792, 5.2742], [0.5773, 2.8199, 6.9536], [-0.7016, 1.7868, 6.5450], [1.9275, 1.8915, 3.7798], [-4.5584, 1.4814, -3.6486], [-4.2355, 0.0631, -3.1831], [-2.9667, -0.3823, -3.9133], [-3.9580, 0.1398, -1.7181], [-3.6918, -1.2319, -1.1071], [-5.0360, -2.0380, -1.1765], [-5.5146, -2.1258, -2.6571], [-4.6143, -3.1822, -3.3492], [-6.9633, -2.6510, -2.6688], [-5.4780, -0.7449, -3.3247], [-5.8819, -0.8362, -4.7007], [-5.5071, 1.8775, -3.3084], [-3.7634, 2.1619, -3.2631], [-4.3710, 1.6700, -4.6950], [-2.9376, 0.0748, -4.9168], [-2.1274, -0.0188, -3.2943], [-2.9051, -1.5002, -3.9744], [-3.0716, 0.7580, -1.5832], [-4.6907, 0.6259, -1.0889], [-2.9011, -1.6210, -1.7361], [-3.3707, -1.2108, -0.0283], [-5.7845, -1.6364, -0.4853], [-4.8401, -3.0328, -0.7680], [-5.1492, -4.0702, -3.4971], [-3.5653, -3.2440, -3.1331], [-4.7699, -2.9372, -4.3637], [-7.2920, -2.7141, -3.7063], [-7.6135, -1.9647, -2.1449], [-7.0568, -3.6050, -2.1581], [-5.0746, -0.7367, -5.2177], [-1.0076, 7.9815, -5.3240], [-0.6473, 6.5953, -5.0260], [0.9315, 6.5456, -5.1069], [-1.1599, 6.2524, -3.5963], [-0.9900, 4.7220, -3.2347], [-1.7861, 3.9713, -4.1924], [-1.3954, 4.1875, -5.7209], [-0.0177, 3.4374, -6.1055], [-2.5308, 3.5654, -6.5368], [-1.3572, 5.6278, -5.9438], [-0.8272, 5.8818, -7.2835], [-0.4442, 8.5043, -4.4852], [-0.5203, 8.3011, -6.2543], [-2.0456, 8.3613, -5.2223], [1.2561, 5.4755, -5.2127], [1.2969, 7.0135, -5.9799], [1.3243, 6.9532, -4.1692], [-0.5128, 6.8252, -2.9386], [-2.1721, 6.5327, -3.2843], [0.0783, 4.5447, -3.3918], [-1.4059, 4.6168, -2.1928], [-2.8250, 4.1074, -4.0742], [-1.6850, 2.8933, -4.0164], [0.8795, 3.6818, -5.5418], [0.2071, 3.6789, -7.1230], [-0.1913, 2.3201, -6.0592], [-2.1705, 3.4003, -7.5927], [-3.3536, 4.3290, -6.5263], [-2.7613, 2.5963, -6.1971], [-1.5883, 5.9479, -7.8993], [4.3031, 0.4495, 0.6599], [4.5745, -1.0180, 1.0063], [3.8093, -1.9325, -0.0154], [6.0817, -1.2715, 0.9280], [6.5246, -2.5788, 1.6188], [5.9957, -2.6518, 3.0598], [4.5476, -2.4041, 3.1319], [3.7647, -3.6369, 2.6765], [4.1629, -2.1254, 4.6188], [4.1829, -1.1444, 2.3937], [2.7464, -0.9933, 2.5764], [4.6515, 0.8153, -0.3438], [3.1894, 0.5603, 0.7798], [4.7674, 1.0661, 1.3991], [4.0375, -3.0085, 0.2156], [2.7026, -1.7386, 0.1028], [4.0513, -1.6249, -1.0139], [6.3215, -1.3305, -0.1031], [6.6336, -0.4476, 1.3528], [6.0208, -3.3825, 1.0824], [7.5723, -2.7591, 1.5516], [6.3926, -1.8359, 3.6073], [6.2619, -3.5925, 3.5500], [3.8412, -4.3679, 3.5036], [4.1181, -4.0772, 1.7776], [2.6799, -3.4183, 2.6545], [3.1203, -2.3039, 4.7386], [4.3365, -1.0701, 4.9144], [4.6836, -2.8355, 5.2933], [2.6695, -0.2099, 3.0972], [2.5393, 4.3541, -0.3559], [2.5541, 4.7216, 1.1906], [3.8261, 3.9620, 1.6957], [2.7100, 6.2664, 1.2860], [1.4273, 7.1491, 1.2393], [0.3427, 6.5500, 2.0919], [0.0942, 5.0575, 1.8551], [-0.8252, 4.5721, 2.9535], [-0.4817, 4.7814, 0.4938], [1.4433, 4.3538, 2.0979], [1.3324, 2.9595, 2.1813], [2.4134, 3.3309, -0.6728], [1.8861, 4.8823, -0.9596], [3.5596, 4.5927, -0.7972], [3.8995, 4.0532, 2.7621], [3.5614, 2.9257, 1.5364], [4.7814, 4.1271, 1.2689], [3.2396, 6.4954, 2.2109], [3.2779, 6.5623, 0.3980], [1.7237, 8.1014, 1.6303], [1.1636, 7.2708, 0.2202], [-0.6173, 7.1013, 1.9357], [0.6061, 6.6884, 3.1478], [-1.1084, 3.5061, 2.8075], [-1.7811, 5.1257, 2.9966], [-0.4309, 4.4059, 3.9285], [-0.6777, 3.7451, 0.2395], [0.1430, 5.2071, -0.2373], [-1.3505, 5.4026, 0.5851], [1.2183, 2.5966, 1.2854], [-4.5941, 4.8692, 0.4860], [-4.7483, 3.3804, 0.9107], [-3.5404, 2.7921, 0.3499], [-3.3630, 3.3908, -0.9070], [-3.8224, 4.7233, -0.8911], [-4.0110, 5.5346, 1.1193], [-5.6442, 5.3521, 0.4097], [-5.6137, 2.9095, 0.3723], [-4.7995, 3.2385, 1.9929], [-3.6039, 1.6744, 0.2782], [-2.6476, 2.9091, 0.9357], [-4.5133, 4.8898, -1.6941], [-2.9636, 5.3774, -1.0211], [0.8348, 0.5627, -2.3414], [0.2586, -0.5126, -1.5073], [0.4357, 0.0048, -0.0499], [0.4897, 1.4526, -0.1584], [0.3392, 1.7867, -1.5452], [0.4550, 0.5259, -3.3659], [1.9255, 0.5976, -2.4909], [0.6380, -1.5013, -1.6277], [-0.8259, -0.4014, -1.7234], [1.4098, -0.3340, 0.4015], [-0.3426, -0.3075, 0.6819], [0.8637, 2.7128, -1.7750], [-0.7813, 1.9461, -1.7908]]}